Entry 1:
This record from the Open Molecules 2025 dataset describes a single FHIPS molecule. The level of theory is the ωB97M-V functional and the def2-TZVPD basis.

Geometry (Å):
1 I -0.275 -1.005 -2.029
2 F -0.444 1.519 -0.366
3 H 1.474 0.321 0.463
4 P 0.075 -0.130 0.199
5 S -0.831 -0.705 1.733

Values from the calculation:
- HOMO-LUMO gap: 8.93 eV
- E_tot: -1137.72716 a.u.
- Relative energy (zero: lowest compared OMol25 entry of this formula, charge and spin): 0.479 eV
- Lowest unoccupied orbital energy: -0.0410 hartree


Entry 2:
This record from the Open Molecules 2025 dataset describes 2 unconnected molecules or ions with the total composition FHN2O. The level of theory is the ωB97M-V functional and the def2-TZVPD basis.

Geometry (Å):
1 N 0.321 -0.942 0.006
2 F -1.910 0.546 -0.040
3 O 1.793 0.729 0.184
4 H -1.274 -0.190 -0.257
5 N 1.070 -0.144 0.108

Values from the calculation:
- HOMO-LUMO gap: 13.81 eV
- E_tot: -285.15098 a.u.
- Relative energy (zero: lowest compared OMol25 entry of this formula, charge and spin): 0.168 eV
- Lowest unoccupied orbital energy: 0.0365 hartree


Entry 3:
This record from the Open Molecules 2025 dataset describes 2 unconnected molecules or ions with the total composition FHN2O2. The level of theory is the ωB97M-V functional and the def2-TZVPD basis.

Geometry (Å):
1 N -0.222 -0.381 -0.561
2 O -2.594 0.110 0.420
3 H 0.344 0.028 0.274
4 F -0.937 -1.453 -0.064
5 N -1.798 0.856 0.044
6 O -1.606 1.994 -0.048

Values from the calculation:
- HOMO-LUMO gap (spin up / spin down): 9.51 / 9.73 eV
- E_tot: -360.20573 a.u.
- Relative energy (zero: lowest compared OMol25 entry of this formula, charge and spin): 1.360 eV
- Lowest unoccupied orbital energy (spin up / spin down): -0.0223 / -0.0304 hartree


Entry 4:
This record from the Open Molecules 2025 dataset describes a single FHN2O2 molecule. The level of theory is the ωB97M-V functional and the def2-TZVPD basis.

Geometry (Å):
1 O -1.337 0.917 1.678
2 H 1.014 0.201 0.145
3 F 0.350 -1.660 0.575
4 N 0.147 -0.349 0.186
5 O 0.396 0.040 2.567
6 N -0.333 0.318 1.695

Values from the calculation:
- ⟨S²⟩: 2.014
- HOMO-LUMO gap (spin up / spin down): 7.27 / 7.20 eV
- E_tot: -360.07716 a.u.
- Multiplicity: 3
- Relative energy (zero: lowest compared OMol25 entry of this formula, charge and spin): 1.434 eV
- Lowest unoccupied orbital energy (spin up / spin down): 0.0134 / -0.1474 hartree


Entry 5:
This record from the Open Molecules 2025 dataset describes a molecular structure, FHN2O2S. The level of theory is the ωB97M-V functional and the def2-TZVPD basis.

Geometry (Å):
1 N 1.374 0.260 0.021
2 O 2.297 -1.700 -0.250
3 N 2.534 -0.553 -0.076
4 S 0.128 0.043 -0.989
5 F 1.979 1.790 -0.024
6 O 3.544 0.004 0.182
7 H -0.675 0.833 -0.213

Values from the calculation:
- HOMO-LUMO gap (spin up / spin down): 9.51 / 9.51 eV
- E_tot: -758.39867 a.u.
- Relative energy (zero: lowest compared OMol25 entry of this formula, charge and spin): 3.897 eV
- Lowest unoccupied orbital energy (spin up / spin down): -0.0390 / -0.0391 hartree


Entry 6:
This record from the Open Molecules 2025 dataset describes 3 unconnected molecules or ions with the total composition FHOS. The level of theory is the ωB97M-V functional and the def2-TZVPD basis.

Geometry (Å):
1 O -0.670 0.420 0.226
2 F -0.776 -0.490 1.798
3 S -0.267 -0.333 -0.896
4 H 1.713 0.403 -1.127

Values from the calculation:
- HOMO-LUMO gap (spin up / spin down): 7.93 / 7.90 eV
- E_tot: -573.63046 a.u.
- Relative energy (zero: lowest compared OMol25 entry of this formula, charge and spin): 5.768 eV
- Lowest unoccupied orbital energy (spin up / spin down): -0.1010 / -0.1018 hartree


Entry 7:
This record from the Open Molecules 2025 dataset describes a single FI2P molecule. The level of theory is the ωB97M-V functional and the def2-TZVPD basis.

Geometry (Å):
1 I 1.316 0.830 -0.350
2 I -2.658 -0.064 -0.077
3 P -0.570 0.703 0.991
4 F 1.913 -1.469 -0.563

Values from the calculation:
- HOMO-LUMO gap (spin up / spin down): 6.75 / 7.42 eV
- E_tot: -1036.52975 a.u.
- Relative energy (zero: lowest compared OMol25 entry of this formula, charge and spin): 3.431 eV
- Lowest unoccupied orbital energy (spin up / spin down): -0.0900 / -0.0902 hartree


Entry 8:
This record from the Open Molecules 2025 dataset describes a single FNOS molecule. The level of theory is the ωB97M-V functional and the def2-TZVPD basis.

Geometry (Å):
1 S 0.954 -0.418 -0.328
2 O -1.537 0.492 -0.110
3 F 1.392 0.125 1.170
4 N -0.809 -0.199 -0.732

Values from the calculation:
- HOMO-LUMO gap: 9.14 eV
- E_tot: -627.93779 a.u.
- Relative energy (zero: lowest compared OMol25 entry of this formula, charge and spin): 0.000 eV
- Lowest unoccupied orbital energy: -0.0327 hartree